{"formula": "C21H23IrN6OS2", "method": "ωB97M-V/def2-TZVPD", "species": ["Ir", "N", "C", "S", "N", "N", "C", "C", "C", "C", "C", "C", "N", "H", "H", "H", "H", "H", "H", "H", "C", "N", "C", "C", "C", "C", "C", "C", "C", "C", "H", "H", "H", "H", "H", "H", "H", "H", "H", "H", "H", "H", "O", "N", "C", "C", "C", "C", "C", "S", "H", "H", "H", "H"], "positions_angstrom": [[0.1181, -1.4096, 0.3444], [1.3507, -3.5465, 3.8925], [1.0794, -2.6230, 2.9317], [1.1102, -3.2895, 1.2827], [0.8869, -1.4060, 3.2919], [0.7017, -0.4375, 2.3074], [0.7704, 0.7555, 2.8596], [0.7780, 2.0722, 2.3541], [1.1934, 3.0718, 3.2784], [1.4693, 4.3493, 2.9102], [1.3325, 4.7113, 1.5381], [0.8578, 3.7961, 0.6730], [0.5377, 2.4988, 1.0450], [1.2189, -4.5193, 3.6791], [1.2231, -3.2570, 4.8491], [0.9342, 0.7242, 3.9323], [1.3249, 2.7622, 4.3058], [1.7994, 5.0731, 3.6404], [1.5730, 5.7022, 1.1844], [0.6698, 4.0171, -0.3681], [3.1521, -0.4602, 0.0927], [1.9685, -0.4301, -0.7919], [2.2633, -1.2327, -1.9947], [1.6474, 0.9782, -1.1656], [0.1734, 1.2464, -1.0386], [-0.7150, 0.8901, -2.0541], [-2.0751, 1.1134, -1.9225], [-2.5765, 1.6802, -0.7588], [-1.7116, 2.0589, 0.2536], [-0.3460, 1.8539, 0.1070], [4.0081, -0.0031, -0.4133], [3.3878, -1.4929, 0.3396], [2.9390, 0.0808, 1.0122], [3.1671, -0.8538, -2.4825], [1.4254, -1.1868, -2.6832], [2.4155, -2.2708, -1.7054], [1.9900, 1.1698, -2.1851], [2.2023, 1.6406, -0.5046], [-0.3254, 0.4502, -2.9641], [-2.7454, 0.8520, -2.7315], [-3.6389, 1.8515, -0.6494], [-2.0784, 2.5494, 1.1462], [-0.4215, -2.2392, -1.6079], [-1.7140, -2.3399, -1.9154], [-2.0010, -2.7796, -3.1646], [-3.2930, -2.9332, -3.5722], [-4.3236, -2.6315, -2.6742], [-4.0122, -2.1846, -1.4170], [-2.6752, -2.0266, -1.0165], [-2.2545, -1.4168, 0.5315], [-1.1324, -2.9962, -3.7667], [-3.4929, -3.2893, -4.5714], [-5.3571, -2.7516, -2.9673], [-4.7795, -1.9420, -0.6961]], "nbo_charge": [1.21, -0.79, 0.27, -0.16, -0.39, -0.41, 0.03, 0.08, -0.16, -0.20, -0.26, 0.04, -0.39, 0.41, 0.41, 0.22, 0.23, 0.23, 0.24, 0.22, -0.42, -0.47, -0.42, -0.26, -0.08, -0.14, -0.22, -0.17, -0.20, 0.13, 0.20, 0.23, 0.22, 0.20, 0.22, 0.22, 0.22, 0.23, 0.22, 0.23, 0.23, 0.24, -0.59, 0.00, 0.03, -0.24, -0.15, -0.23, 0.03, -0.08, 0.24, 0.25, 0.24, 0.25], "charge": 1, "e_above_lowest_kcal_mol": 0.0, "homo_energy_ev": [-8.968, -10.848], "spin_multiplicity": 6, "homo_lumo_gap_ev": [6.53, 6.19], "e_tot_ev": -57637.7862}

=====

{"formula": "C21H23IrN6S", "method": "ωB97M-V/def2-TZVPD", "species": ["Ir", "C", "C", "C", "C", "C", "C", "C", "C", "C", "H", "H", "H", "H", "H", "H", "H", "H", "H", "H", "H", "H", "C", "C", "N", "C", "C", "N", "C", "N", "N", "N", "C", "C", "C", "C", "C", "C", "H", "H", "H", "H", "H", "H", "H", "H", "H", "H", "H", "S", "C", "N"], "positions_angstrom": [[-0.2620, 0.3809, 0.6167], [-1.2300, 2.3134, 3.0936], [-1.7099, 1.2686, 2.1249], [-1.5997, -0.1141, 2.4144], [-2.1707, -1.0873, 1.5545], [-2.0580, -2.5482, 1.8764], [-2.9005, -0.6584, 0.4359], [-2.9579, 0.6888, 0.0742], [-3.6185, 1.1112, -1.1998], [-2.3230, 1.6377, 0.9044], [-0.5747, 3.0360, 2.6076], [-0.6983, 1.8566, 3.9270], [-2.0821, 2.8582, 3.5016], [-1.1476, -0.4318, 3.3451], [-1.3416, -3.0339, 1.2134], [-3.0200, -3.0399, 1.7366], [-1.7384, -2.7041, 2.9049], [-3.3774, -1.3981, -0.1955], [-2.9257, 0.9784, -2.0347], [-3.9148, 2.1576, -1.1697], [-4.4968, 0.5007, -1.4025], [-2.3665, 2.6877, 0.6429], [2.2573, 0.1058, 3.4119], [2.5766, 0.9510, 2.2328], [1.7837, 1.1882, 1.2113], [2.4481, 2.0484, 0.3560], [3.6552, 2.3485, 0.8792], [3.7416, 1.6429, 2.0710], [4.8682, 1.6375, 2.9559], [5.7912, 0.5273, 2.6920], [5.6753, -0.6345, 3.5177], [6.5024, -1.4804, 3.1531], [7.2451, -0.9675, 2.0757], [8.2649, -1.5132, 1.3685], [8.8123, -0.6995, 0.3243], [8.3285, 0.5941, 0.0418], [7.3028, 1.1431, 0.7582], [6.7456, 0.3351, 1.8000], [1.4474, -0.5704, 3.1460], [1.9299, 0.7229, 4.2518], [3.1069, -0.4907, 3.7403], [2.0029, 2.3823, -0.5650], [4.4358, 3.0101, 0.5467], [4.5548, 1.5068, 3.9893], [5.4194, 2.5716, 2.8652], [8.6563, -2.5013, 1.5684], [9.6321, -1.1046, -0.2543], [8.7848, 1.1660, -0.7539], [6.9398, 2.1406, 0.5557], [0.0805, -0.5416, -3.9029], [0.1739, -0.3078, -2.3555], [0.2704, -0.1232, -1.1774]], "nbo_charge": [1.03, -0.63, -0.07, -0.27, 0.03, -0.65, -0.21, 0.07, -0.65, -0.26, 0.24, 0.22, 0.26, 0.24, 0.25, 0.25, 0.23, 0.25, 0.25, 0.24, 0.25, 0.26, -0.68, 0.42, -0.54, -0.04, -0.10, -0.36, -0.05, -0.18, 0.04, -0.07, 0.02, -0.08, 0.01, -0.21, -0.13, 0.27, 0.26, 0.25, 0.25, 0.25, 0.24, 0.27, 0.25, 0.28, 0.26, 0.27, 0.25, 0.11, 0.16, -0.73], "charge": 2, "e_above_lowest_kcal_mol": 4.3, "homo_energy_ev": [-12.884, -13.283], "spin_multiplicity": 5, "homo_lumo_gap_ev": [6.26, 3.11], "e_tot_ev": -44746.4637}

=====

{"formula": "C21H23MnN7S", "method": "ωB97M-V/def2-TZVPD", "species": ["Mn", "C", "C", "C", "C", "C", "C", "N", "C", "C", "C", "C", "C", "C", "N", "N", "C", "C", "C", "C", "C", "N", "H", "H", "H", "H", "H", "H", "H", "H", "H", "H", "H", "H", "H", "N", "C", "C", "C", "N", "H", "H", "H", "H", "H", "H", "H", "H", "H", "H", "S", "C", "N"], "positions_angstrom": [[-0.6149, -0.4399, -0.4585], [1.0142, 3.5663, -3.7772], [0.7054, 4.2510, -2.6074], [0.4054, 3.5619, -1.4516], [0.4413, 2.1523, -1.4415], [0.6795, 1.4726, -2.6569], [0.9774, 2.1722, -3.8029], [0.2339, 1.3803, -0.3330], [0.4462, 1.7792, 0.9367], [1.2008, 2.8838, 1.3869], [1.2561, 3.1725, 2.7292], [0.6063, 2.3695, 3.6774], [-0.0538, 1.2246, 3.2895], [-0.1341, 0.9153, 1.9262], [-0.7838, -0.1623, 1.3821], [-1.4659, -0.9614, 2.1070], [-2.1986, -1.8699, 1.4180], [-3.1909, -2.6449, 2.0358], [-4.0336, -3.3907, 1.2369], [-3.8406, -3.3923, -0.1439], [-2.7993, -2.6533, -0.6768], [-1.9922, -1.9023, 0.0723], [1.2554, 4.1117, -4.6762], [0.6942, 5.3301, -2.6050], [0.0838, 4.0940, -0.5721], [0.6578, 0.3769, -2.6536], [1.2054, 1.6448, -4.7182], [1.7585, 3.4774, 0.6800], [1.8260, 4.0263, 3.0641], [0.6432, 2.6451, 4.7198], [-0.5135, 0.5624, 4.0073], [-3.3099, -2.6001, 3.1077], [-4.8444, -3.9540, 1.6725], [-4.4936, -3.9468, -0.7976], [-2.6186, -2.6391, -1.7458], [2.2718, -0.3590, -0.2435], [2.8400, -1.2630, 0.7616], [2.5912, -2.7170, 0.3719], [1.1192, -3.0435, 0.1442], [0.5609, -2.3496, -1.0502], [2.7257, -0.5558, -1.1345], [2.5333, 0.5954, -0.0142], [2.3779, -1.0315, 1.7245], [3.9211, -1.1111, 0.8675], [2.9638, -3.3556, 1.1733], [3.1615, -2.9550, -0.5312], [0.5410, -2.7620, 1.0338], [1.0272, -4.1263, 0.0151], [-0.1154, -2.9802, -1.4894], [1.3197, -2.2540, -1.7282], [-4.1408, 2.0862, -1.6481], [-2.9157, 1.1468, -1.3853], [-1.9836, 0.4222, -1.1967]], "nbo_charge": [1.26, -0.12, -0.19, -0.20, 0.19, -0.20, -0.18, -0.40, 0.14, -0.22, -0.13, -0.15, -0.18, 0.15, -0.19, -0.10, 0.26, -0.16, -0.12, -0.19, 0.09, -0.48, 0.25, 0.25, 0.23, 0.20, 0.24, 0.25, 0.25, 0.25, 0.26, 0.27, 0.26, 0.26, 0.22, -0.84, -0.22, -0.42, -0.21, -0.86, 0.37, 0.38, 0.19, 0.21, 0.25, 0.21, 0.18, 0.22, 0.39, 0.40, 0.17, 0.19, -0.69], "charge": 2, "homo_energy_ev": [-14.019, -14.441], "spin_multiplicity": 4, "homo_lumo_gap_ev": [5.95, 5.68], "e_tot_ev": -74720.2893}

=====

{"formula": "C21H23N3O4S", "method": "ωB97M-V/def2-TZVPD", "species": ["C", "C", "C", "C", "N", "C", "O", "C", "C", "C", "C", "C", "C", "N", "S", "O", "O", "C", "C", "C", "C", "C", "C", "C", "C", "C", "C", "N", "O", "H", "H", "H", "H", "H", "H", "H", "H", "H", "H", "H", "H", "H", "H", "H", "H", "H", "H", "H", "H", "H", "H", "H"], "positions_angstrom": [[5.5450, 2.3862, 0.8687], [4.1873, 1.8394, 1.1040], [2.9414, 2.3087, 0.8107], [2.0746, 1.2956, 1.3116], [0.7015, 1.3439, 1.2485], [-0.1562, 0.3285, 1.5960], [0.2305, -0.7516, 1.9906], [-1.5852, 0.6728, 1.3967], [-2.0617, 1.9667, 1.6069], [-3.3837, 2.2830, 1.3662], [-4.2534, 1.3045, 0.9041], [-3.8097, 0.0116, 0.7178], [-2.4825, -0.3259, 0.9774], [-2.0799, -1.6411, 0.7696], [-1.9571, -2.0971, -0.8588], [-1.6882, -3.5018, -0.8910], [-3.1714, -1.6963, -1.5066], [-0.5142, -1.0940, -1.3424], [0.7525, -1.5705, -0.9944], [1.0030, -2.8463, -0.2563], [1.8731, -0.7802, -1.2890], [3.2553, -1.2554, -0.9673], [1.6943, 0.4689, -1.8537], [0.4351, 0.9663, -2.1410], [0.3014, 2.3488, -2.7070], [-0.6952, 0.1744, -1.9003], [-2.0233, 0.7709, -2.2559], [2.7631, 0.3230, 1.8515], [4.0733, 0.6556, 1.7253], [6.1657, 1.6416, 0.3740], [5.4854, 3.2792, 0.2542], [6.0166, 2.6351, 1.8182], [2.6680, 3.2185, 0.3202], [0.3153, 2.1683, 0.8134], [-1.3964, 2.7273, 1.9922], [-3.7375, 3.2881, 1.5392], [-5.2852, 1.5514, 0.7057], [-4.4706, -0.7629, 0.3670], [-1.2157, -1.8590, 1.2611], [1.2854, -2.5956, 0.7679], [0.1386, -3.4947, -0.2391], [1.8308, -3.3880, -0.7081], [3.9888, -0.4986, -1.2368], [3.3441, -1.4689, 0.0964], [3.4888, -2.1677, -1.5147], [2.5614, 1.0814, -2.0618], [-0.3819, 2.9537, -2.1119], [-0.0921, 2.3137, -3.7223], [1.2704, 2.8413, -2.7365], [-2.8281, 0.0554, -2.1685], [-1.9973, 1.1414, -3.2795], [-2.2399, 1.6169, -1.6018]], "nbo_charge": [-0.66, 0.35, -0.39, 0.31, -0.61, 0.69, -0.59, -0.21, -0.19, -0.22, -0.18, -0.22, 0.25, -0.87, 2.31, -0.92, -0.94, -0.36, 0.03, -0.69, -0.01, -0.64, -0.18, -0.05, -0.63, 0.09, -0.68, -0.15, -0.28, 0.24, 0.23, 0.24, 0.23, 0.42, 0.21, 0.22, 0.22, 0.25, 0.44, 0.25, 0.26, 0.22, 0.21, 0.24, 0.22, 0.21, 0.21, 0.22, 0.21, 0.27, 0.22, 0.21], "e_above_lowest_kcal_mol": 60.0, "smiles": "Cc1cc(NC(=O)c2ccccc2NS(=O)(=O)c2c(C)c(C)cc(C)c2C)no1", "homo_energy_ev": -8.717, "spin_multiplicity": 1, "homo_lumo_gap_ev": 8.98, "e_tot_ev": -45645.2749}